Record 1
The following is a DFT calculation (ωB97M-V/def2-TZVPD) of a 2-piece molecular cluster, C3H8S2 overall.

XYZ file:
```
13
C3H8S2 ωB97M-V/def2-TZVPD
C -0.57753 -0.61529 2.59312
C -0.95729 -0.08786 1.45237
H -1.16127 -0.29559 3.50345
H 0.18529 -1.37380 2.78376
H -1.79195 0.57170 1.45531
H -0.90395 -0.68891 0.51475
C 0.05147 1.24675 -1.98953
S 1.54954 0.30161 -2.47472
S 1.51005 -1.36258 -1.18505
H -0.59397 0.52757 -1.44465
H 0.43276 1.80869 -1.06595
H -0.59981 1.81198 -2.71058
H 2.85667 -1.84429 -1.43227
```

## Properties
net charge	0
lowest unoccupied orbital energy	0.01546	Eh
HOMO	-8.088	eV
maximum force	0.063	Eh/bohr

---

Record 2
The following is a DFT calculation (ωB97M-V/def2-TZVPD) of a 4-piece molecular cluster, C3H13NO5 overall.

XYZ file:
```
22
C3H13NO5 ωB97M-V/def2-TZVPD
C -0.08079 -1.05985 0.93265
N 0.70366 0.14647 1.06117
C 1.24465 0.71180 -0.06444
O 2.00026 1.82321 0.34411
O 1.23243 0.37169 -1.23441
C -1.40109 -0.70137 1.59164
H 0.48594 -1.87269 1.60228
H -0.31729 -1.30011 -0.16181
H 1.03219 0.46191 1.97521
H 2.38733 2.29309 -0.35693
H -1.61958 0.42602 1.48574
H -2.22332 -1.24157 1.05533
H -1.32306 -0.82667 2.73673
H 1.84658 -1.82962 -0.59647
H 2.90222 -1.56093 -1.59407
O 2.64508 -2.22393 -0.94651
H -0.34541 0.32707 -2.01958
H -1.37434 -0.03455 -3.17546
O -1.26132 0.05586 -2.24305
H -1.55326 1.85698 0.29999
H -2.53546 1.94142 -0.79552
O -2.44543 2.23578 0.10338
```

## Properties
net charge	0
lowest unoccupied orbital energy	0.01465	Eh
HOMO	-10.595	eV
maximum force	0.062	Eh/bohr

---

Record 3
The following is a DFT calculation (ωB97M-V/def2-TZVPD) of C9H14N4O2 in the gas phase.

XYZ file:
```
29
C9H14N4O2 ωB97M-V/def2-TZVPD
O -3.11453 2.28321 -1.07497
N -1.14059 -1.89911 -0.11480
O -3.53734 -0.50963 -0.95449
C -2.18953 1.55002 -0.92134
C -1.25996 -0.64162 -0.20969
C 0.78679 -1.14762 0.30593
C -0.04214 -0.03702 0.17958
N -2.33063 0.20956 -0.65098
N 0.05570 -2.29987 0.24569
N -0.63866 3.53954 -1.20205
C 2.02758 -3.62564 0.78760
C -0.32782 -4.33926 1.37316
C 0.54352 -3.66806 0.38583
C 0.11061 1.53398 0.21192
C -0.73158 2.06396 -1.02034
H -3.69457 -1.35430 -0.55012
H 1.85460 -1.00479 0.54269
H -1.20884 3.82770 -2.05306
H -0.86788 4.06157 -0.34348
H 2.08721 -2.94517 1.62221
H 2.56107 -4.59431 1.03576
H 2.49943 -3.16704 -0.07536
H 0.22007 -5.24286 1.68975
H -1.31312 -4.64851 0.84768
H -0.62607 -3.90073 2.38720
H 0.45864 -4.26782 -0.60601
H -0.30087 1.88393 1.16574
H 1.15732 1.88612 0.15907
H -0.33954 1.58563 -1.90776
```

## Properties
net charge	0
lowest unoccupied orbital energy	0.02507	Eh
HOMO	-8.446	eV
maximum force	0.125	Eh/bohr

---

What is the formula in the third record? C9H14N4O2

---

The highest maximum force belongs to which entry? C9H14N4O2